Run A
{
  "formula": "C3H7N3S",
  "method": "ωB97M-V/def2-TZVPD",
  "species": ["H", "N", "C", "N", "C", "C", "N", "S", "H", "H", "H", "H", "H", "H"],
  "xyz": [[-0.39734, -0.04236, 2.19054], [-1.36241, 0.12811, 2.04004], [-1.56266, 0.10246, 0.79167], [-0.74159, 0.04756, -0.35523], [-1.41197, 0.14774, -1.72338], [0.62855, -0.10731, -0.34656], [1.16564, -0.22215, -1.63287], [1.60832, -0.03255, 0.93415], [-2.56815, 0.10666, 0.44062], [-1.42135, -0.96227, -2.06690], [-0.88324, 0.96303, -2.37808], [-2.48659, 0.45310, -1.52507], [2.12434, -0.31144, -1.76154], [0.54412, -0.21800, -2.53989]],
  "smiles": "[H]/N=C\\N(C)C(N)=S",
  "homo_ev": -8.57
}

---

Run B
{
  "formula": "C3H7N3S",
  "method": "ωB97M-V/def2-TZVPD",
  "species": ["C", "C", "C", "N", "N", "N", "S", "H", "H", "H", "H", "H", "H", "H"],
  "xyz": [[1.13695, 0.84624, 0.76481], [-0.30120, 0.24926, 0.94959], [-1.78521, -0.85723, -0.78388], [1.49130, 0.21946, -0.58061], [-0.58022, -0.17229, -0.45590], [0.52715, -0.26393, -1.16118], [4.35928, 0.31394, -0.81067], [1.08754, 1.95765, 0.63449], [1.85254, 0.49594, 1.49901], [-0.30997, -0.79699, 1.38687], [-1.10004, 1.01860, 1.13386], [-1.83849, -1.01176, -1.90067], [-1.85660, -1.76934, -0.18354], [-2.68302, -0.22954, -0.49217]],
  "homo_ev": [-8.96, -8.99]
}

---

Question: which arrangement is favored energetically? Ranking from most to least stable: run A, run B.

---

Run A
{
  "formula": "C3H5N4",
  "method": "ωB97M-V/def2-TZVPD",
  "species": ["C", "C", "C", "N", "N", "N", "N", "H", "H", "H", "H", "H"],
  "xyz": [[-0.62168, 0.32818, -0.58348], [-0.07344, 0.85291, 1.75813], [0.40807, -1.51440, -1.85689], [4.27829, 0.47224, -0.20929], [0.09337, -0.43933, -1.32499], [-0.56628, 0.43116, 0.70029], [3.34537, -0.10242, -0.28640], [-1.36022, 0.95372, -1.09017], [-0.52387, 0.55099, 2.69806], [0.77920, 1.52818, 1.78998], [1.28414, -1.54710, -2.49433], [-0.15849, -2.43374, -1.71965]],
  "homo_ev": -15.07,
  "total_charge": 1
}

---

Run B
{
  "formula": "C3H5N4",
  "method": "ωB97M-V/def2-TZVPD",
  "species": ["C", "C", "C", "N", "N", "N", "N", "H", "H", "H", "H", "H"],
  "xyz": [[1.75818, -0.97171, 0.10594], [2.20096, -1.15021, 1.34945], [-2.42349, 1.04262, -0.62368], [-0.01118, 0.92972, -1.33381], [1.36783, -0.77555, -1.02206], [2.01553, -0.94071, 2.52350], [-1.09547, 1.04390, -1.05068], [-2.76094, 0.00948, -0.26691], [-3.04226, 1.62821, -1.29707], [-2.35218, 1.73255, 0.29720], [1.69541, -1.14316, -1.93533], [2.64761, -1.40515, 3.25344]],
  "homo_ev": -11.52,
  "total_charge": 1
}

---

Question: which arrangement is favored energetically? Ranking from most to least stable: run A, run B.

---

Run A
{
  "formula": "C31H54ClLuP",
  "method": "ωB97M-V/def2-TZVPD",
  "species": ["Lu", "Cl", "P", "C", "H", "H", "C", "C", "C", "H", "C", "H", "H", "C", "H", "H", "C", "H", "H", "C", "H", "H", "H", "H", "C", "C", "H", "C", "H", "H", "C", "H", "H", "C", "H", "H", "C", "H", "H", "H", "H", "C", "H", "C", "H", "H", "C", "H", "H", "C", "H", "H", "C", "H", "H", "H", "H", "C", "C", "H", "C", "H", "C", "H", "H", "C", "H", "H", "C", "H", "H", "H", "H", "C", "C", "C", "C", "C", "C", "H", "H", "H", "H", "H", "H", "H", "H", "H"],
  "xyz": [[-1.13367, 0.52038, 2.65028], [-3.33237, -0.22198, 1.82722], [-0.04879, 0.52851, -0.80348], [-1.41043, 2.63821, 2.35992], [-0.84150, 3.51443, 2.71222], [-2.26553, 3.02717, 1.77650], [1.23562, -0.46946, -1.63327], [-0.11623, 2.28904, -1.30480], [2.62102, 0.14512, -1.41843], [1.19098, -1.40634, -1.04917], [3.71923, -0.83575, -1.85385], [2.70750, 1.08088, -1.99380], [2.76067, 0.40702, -0.36081], [3.50805, -1.39210, -3.27004], [4.69164, -0.33295, -1.78855], [3.73912, -1.67233, -1.13972], [2.07238, -1.86847, -3.52745], [3.76656, -0.61505, -4.00291], [4.20069, -2.22546, -3.43458], [1.01669, -0.83500, -3.10869], [1.94123, -2.11888, -4.58659], [1.89754, -2.79101, -2.95388], [1.09845, 0.06841, -3.73360], [0.01443, -1.25197, -3.27923], [-1.67831, -0.20977, -1.16139], [0.29179, 2.54191, -2.76503], [-1.19041, 2.53090, -1.20283], [0.00517, 4.00178, -3.13600], [1.36429, 2.33132, -2.89584], [-0.24678, 1.87372, -3.45600], [0.72947, 4.98352, -2.21036], [0.29568, 4.17594, -4.17835], [-1.07776, 4.16965, -3.06334], [0.49067, 4.69772, -0.72327], [1.80682, 4.94801, -2.41816], [0.40270, 6.00457, -2.43800], [0.61998, 3.21855, -0.32977], [1.19127, 5.28608, -0.11865], [-0.52016, 5.03347, -0.45383], [1.68229, 2.93547, -0.26828], [0.18893, 3.07925, 0.67376], [-1.63804, -1.74044, -1.02959], [-2.30287, 0.16361, -0.32621], [-3.02777, -2.34255, -1.25005], [-0.92630, -2.17324, -1.74758], [-1.27260, -2.02402, -0.03145], [-3.62691, -1.90938, -2.59242], [-2.96279, -3.43740, -1.19467], [-3.68034, -2.01101, -0.42935], [-3.68980, -0.38506, -2.71278], [-3.01357, -2.31092, -3.40991], [-4.63012, -2.33313, -2.70764], [-2.32788, 0.27951, -2.46902], [-4.05506, -0.09980, -3.70517], [-4.40662, 0.00947, -1.98088], [-1.66715, 0.07876, -3.32914], [-2.47094, 1.37101, -2.44092], [-0.67989, -3.04856, 2.16632], [-0.64105, -2.23586, 3.17399], [0.04912, -2.95488, 1.35020], [-1.67068, -2.20522, 4.28188], [0.23851, -1.57110, 3.32171], [-2.48084, -3.51996, 4.34153], [-1.20234, -2.01880, 5.25989], [-2.39272, -1.37547, 4.12555], [-2.87856, -4.00510, 2.94582], [-1.85632, -4.28844, 4.81514], [-3.37216, -3.39299, 4.96812], [-1.64586, -4.18796, 2.04172], [-3.42288, -4.95261, 3.02593], [-3.55379, -3.27706, 2.47894], [-1.16254, -5.14021, 2.31573], [-1.96103, -4.31142, 0.99615], [3.59146, 0.35331, 2.19263], [2.27780, 0.84759, 2.80671], [2.09763, 0.16954, 4.17016], [2.35479, 2.37073, 2.99746], [1.13281, 0.52074, 1.91404], [0.39530, 0.35249, 0.90666], [4.41788, 0.46305, 2.90748], [3.84941, 0.92590, 1.29243], [3.51871, -0.70657, 1.91636], [2.96472, 0.36932, 4.81633], [1.20702, 0.53575, 4.70566], [2.01165, -0.91796, 4.05727], [2.48061, 2.87667, 2.03075], [1.43804, 2.76520, 3.45625], [3.20510, 2.63990, 3.64001]],
  "homo_ev": -1.19,
  "total_charge": -1
}

---

Run B
{
  "formula": "C31H54ClLuP",
  "method": "ωB97M-V/def2-TZVPD",
  "species": ["Lu", "P", "Cl", "C", "H", "H", "C", "C", "C", "H", "C", "H", "H", "C", "H", "H", "C", "H", "H", "C", "H", "H", "H", "H", "C", "C", "H", "C", "H", "H", "C", "H", "H", "C", "H", "H", "C", "H", "H", "H", "H", "C", "H", "C", "H", "H", "C", "H", "H", "C", "H", "H", "C", "H", "H", "H", "H", "C", "C", "H", "C", "H", "C", "H", "H", "C", "H", "H", "C", "H", "H", "H", "H", "C", "C", "C", "C", "C", "C", "H", "H", "H", "H", "H", "H", "H", "H", "H"],
  "xyz": [[-4.35202, -0.60400, 0.18377], [0.75010, -0.23060, -0.65088], [-4.47589, -2.83183, 1.01810], [0.34516, 1.04256, 0.65856], [-0.62799, 0.70151, 1.07874], [1.08221, 0.86154, 1.46743], [-0.73016, -1.10534, -1.34193], [1.73753, -1.42886, 0.35173], [-0.44099, -1.81397, -2.68124], [-0.91836, -1.88801, -0.57950], [-1.63237, -2.65550, -3.15773], [-0.20133, -1.06598, -3.45403], [0.44400, -2.46584, -2.60018], [-2.94144, -1.86638, -3.20832], [-1.39909, -3.05860, -4.15115], [-1.74405, -3.51711, -2.48551], [-3.20151, -1.12656, -1.87852], [-2.91882, -1.13131, -4.02261], [-3.78035, -2.54244, -3.41040], [-2.01705, -0.25551, -1.43623], [-4.12630, -0.50753, -2.01152], [-3.35864, -1.94009, -1.10100], [-1.87380, 0.57553, -2.13700], [-2.19276, 0.22904, -0.44137], [1.79365, 0.55629, -1.95147], [3.12476, -0.87185, 0.72859], [1.14042, -1.50312, 1.28109], [3.88423, -1.81668, 1.67503], [3.72494, -0.71405, -0.18131], [3.03352, 0.11139, 1.21113], [3.92687, -3.26945, 1.18495], [4.90472, -1.43844, 1.80769], [3.40149, -1.78559, 2.66135], [2.55646, -3.79247, 0.73851], [4.63345, -3.34818, 0.34783], [4.31629, -3.91009, 1.98422], [1.83723, -2.84556, -0.23438], [2.66478, -4.77630, 0.26688], [1.91817, -3.92591, 1.62261], [2.38329, -2.82124, -1.19150], [0.83735, -3.25049, -0.44801], [0.98395, 1.46474, -2.88861], [2.47803, 1.20008, -1.36540], [1.92019, 2.27988, -3.78783], [0.31756, 0.85402, -3.51753], [0.34515, 2.14399, -2.31431], [2.88595, 1.39115, -4.58137], [1.31816, 2.89094, -4.47032], [2.49831, 2.96879, -3.15625], [3.61442, 0.37315, -3.69523], [2.32504, 0.85654, -5.35958], [3.62099, 2.01891, -5.09694], [2.66410, -0.40992, -2.77569], [4.17582, -0.33495, -4.31569], [4.34311, 0.90327, -3.06649], [2.01852, -1.06195, -3.38466], [3.25487, -1.07146, -2.12576], [-1.34043, 2.75801, -0.60875], [0.28704, 2.37730, 0.32621], [-1.39130, 2.50679, -1.67494], [0.25519, 3.31968, 1.52364], [1.01682, 2.72154, -0.42078], [-1.09412, 3.28543, 2.23887], [1.05223, 3.04423, 2.22968], [0.45324, 4.34155, 1.17959], [-2.17606, 3.99766, 1.43642], [-1.40862, 2.24731, 2.38381], [-0.99977, 3.74009, 3.23473], [-2.47940, 3.20150, 0.13649], [-3.09134, 4.08690, 2.03525], [-1.84459, 5.01078, 1.17525], [-3.07393, 2.31463, 0.45473], [-3.12384, 3.80421, -0.52591], [-3.40952, -0.03352, 4.98147], [-2.12109, -0.03340, 4.15115], [-1.18906, 1.06631, 4.66248], [-1.42306, -1.39349, 4.26151], [-2.44918, 0.20706, 2.76223], [-2.91846, 0.26622, 1.61824], [-3.17874, -0.20790, 6.03843], [-4.08677, -0.82213, 4.63671], [-3.92228, 0.93002, 4.89061], [-0.92857, 0.87870, 5.71112], [-0.26021, 1.09350, 4.08138], [-1.67676, 2.04520, 4.60345], [-2.08243, -2.18854, 3.89529], [-0.50318, -1.40386, 3.66500], [-1.16370, -1.60197, 5.30589]],
  "homo_ev": [-0.46, -0.47],
  "total_charge": -1
}

---

Question: which arrangement is favored energetically? Ranking from most to least stable: run A, run B.